No. 1
The following is a quantum chemistry calculation of C5H8O in the gas phase at a distorted geometry, from the Open Molecules 2025 dataset.

Values from the calculation:
HOMO level (alpha / beta), Ha: -0.2942 / -0.2942
LUMO level (alpha / beta), eV: 0.740 / 0.740
2S+1: 1
Strongest force on any atom, eV/Å: 5.01
ΔE to the lowest compared entry with this formula, charge and spin, kcal/mol: 110.8
Total energy, eV: -7357.4526
Gap between HOMO and LUMO (alpha / beta), eV: 8.745 / 8.746

Structure (XYZ):
```
14
C5H8O | the Open Molecules 2025 dataset | wB97M-V/def2-TZVPD
C 0.323 -0.833 1.179
C 0.932 -0.390 0.107
C -1.256 -0.134 -0.168
C 2.162 -0.018 -0.480
C -1.860 -0.805 -1.404
O -1.037 -0.891 1.071
H 0.659 -1.381 2.053
H -1.287 0.954 0.028
H 2.907 0.141 0.302
H 1.981 0.844 -1.111
H 2.463 -0.787 -1.168
H -1.271 -1.570 -1.844
H -1.832 -0.056 -2.142
H -2.896 -1.266 -1.384
```

No. 2
The following is a quantum chemistry calculation of 5 unconnected molecules or ions with the total composition C17H27O9 at a distorted geometry, from the Open Molecules 2025 dataset.

Values from the calculation:
Net charge: -1
HOMO level, Ha: -0.0721
LUMO level, eV: 2.176
2S+1: 1
Strongest force on any atom, eV/Å: 4.71
ΔE to the lowest compared entry with this formula, charge and spin, kcal/mol: 24.6
Total energy, eV: -36491.4402
Gap between HOMO and LUMO, eV: 4.137

Structure (XYZ):
```
53
C17H27O9 | the Open Molecules 2025 dataset | wB97M-V/def2-TZVPD
C 1.643 -0.384 -1.218
O 3.030 -0.776 -1.267
H 1.474 0.522 -0.637
H 1.130 -0.322 -2.178
H 1.040 -1.158 -0.743
O 4.578 -0.084 2.964
C 4.078 -0.855 3.754
O 4.248 -0.750 5.021
C 3.389 -1.561 5.817
C 2.446 -2.163 4.770
C 3.242 -1.982 3.467
H 3.053 -1.043 6.715
H 3.874 -2.461 6.197
H 1.597 -1.540 5.053
H 2.121 -3.197 4.893
H 2.622 -1.768 2.595
H 3.809 -2.895 3.284
O -1.369 -6.000 1.584
C -1.527 -5.427 0.473
O -2.697 -4.827 0.195
C -2.867 -4.396 -1.088
C -1.532 -4.724 -1.810
C -0.568 -5.285 -0.713
H -3.052 -3.323 -1.134
H -3.620 -4.994 -1.600
H -1.064 -3.820 -2.198
H -1.639 -5.446 -2.620
H 0.136 -4.509 -0.415
H -0.108 -6.266 -0.832
O -4.134 2.713 3.655
C -3.658 2.443 2.558
O -3.951 1.373 1.858
C -3.655 1.628 0.450
C -3.446 3.217 0.409
C -2.875 3.448 1.778
H -4.586 1.518 -0.107
H -2.773 1.009 0.286
H -4.415 3.709 0.313
H -2.803 3.466 -0.435
H -3.120 4.409 2.231
H -1.830 3.155 1.872
O 3.465 3.694 -3.344
C 2.422 4.008 -3.875
O 1.832 5.216 -3.628
C 0.467 5.230 -4.131
C 0.248 3.781 -4.703
C 1.623 3.300 -4.921
H 0.456 6.030 -4.871
H -0.219 5.381 -3.298
H -0.373 3.730 -5.598
H -0.086 3.092 -3.928
H 2.130 3.647 -5.821
H 1.813 2.238 -5.078
```

No. 3
The following is a quantum chemistry calculation of a molecular structure, C26H33BN6O8PSSr, from the Open Molecules 2025 dataset.

Values from the calculation:
Net charge: +1
HOMO level, Ha: -0.3544
LUMO level, eV: -2.366
2S+1: 1
Strongest force on any atom, eV/Å: 0.80
ΔE to the lowest compared entry with this formula, charge and spin, kcal/mol: 13.7
Total energy, eV: -74455.0657
Gap between HOMO and LUMO, eV: 7.277

Structure (XYZ):
```
77
C26H33BN6O8PSSr | the Open Molecules 2025 dataset | wB97M-V/def2-TZVPD
Sr -0.362 0.987 0.459
C -0.937 -7.426 -0.041
C -1.328 -5.982 0.096
C -0.352 -4.983 0.092
C -0.699 -3.651 0.194
C -2.042 -3.308 0.302
C -3.031 -4.277 0.306
C -2.664 -5.611 0.207
S -2.475 -1.613 0.420
O -3.925 -1.507 0.385
O -1.889 -1.039 1.645
N -1.755 -0.803 -0.703
C -1.631 -1.233 -2.025
C -2.514 -2.050 -2.688
C -2.271 -2.451 -4.018
C -1.162 -2.023 -4.686
C -0.239 -1.167 -4.038
C 0.927 -0.684 -4.674
C 1.775 0.138 -3.993
C 1.458 0.484 -2.666
N 0.391 0.055 -2.030
C -0.466 -0.770 -2.705
H -0.069 -7.658 0.577
H -0.673 -7.651 -1.075
H -1.752 -8.086 0.248
H 0.692 -5.261 0.005
H 0.058 -2.876 0.184
H -4.069 -3.982 0.383
H -3.430 -6.376 0.214
H -3.413 -2.383 -2.185
H -2.985 -3.100 -4.508
H -0.974 -2.322 -5.709
H 1.129 -0.973 -5.698
H 2.672 0.533 -4.448
H 2.108 1.154 -2.115
C 3.361 -0.857 0.821
O 3.523 0.326 1.618
C 2.426 0.810 2.171
O 1.336 0.233 2.156
N 2.665 1.986 2.810
N 1.522 2.700 3.223
H 4.357 -1.102 0.470
H 2.703 -0.650 -0.024
H 2.957 -1.668 1.424
H 3.365 2.538 2.320
H 1.088 3.111 2.385
H 1.858 3.457 3.809
N -3.851 1.444 0.853
C -3.906 1.235 2.339
P -2.426 1.969 3.159
O -2.851 2.735 4.355
O -1.624 2.570 2.004
C -1.428 0.622 3.938
N -0.492 1.355 4.843
H -3.259 2.283 0.743
H -4.764 1.602 0.429
H -3.445 0.639 0.357
H -4.030 0.173 2.542
H -4.771 1.793 2.695
H -0.848 -0.020 3.284
H -2.101 0.013 4.539
H -0.079 0.743 5.544
H -1.039 2.098 5.303
H 0.278 1.789 4.270
O 2.940 3.463 0.339
B 1.675 2.975 -0.117
O 1.438 3.606 -1.366
C 2.513 4.413 -1.649
C 2.736 5.206 -2.752
C 3.931 5.922 -2.779
C 4.850 5.835 -1.739
C 4.612 5.029 -0.627
C 3.427 4.327 -0.615
H 2.013 5.270 -3.554
H 4.147 6.560 -3.625
H 5.767 6.405 -1.792
H 5.323 4.957 0.185
```

No. 4
The following is a quantum chemistry calculation of a molecular structure, C4H12O4Sn at a distorted geometry, from the Open Molecules 2025 dataset.

Values from the calculation:
Net charge: +2
HOMO level, Ha: -0.6739
LUMO level, eV: -10.054
2S+1: 1
Strongest force on any atom, eV/Å: 2.10
ΔE to the lowest compared entry with this formula, charge and spin, kcal/mol: 5.3
Total energy, eV: -18345.2526
Gap between HOMO and LUMO, eV: 8.284

Structure (XYZ):
```
21
C4H12O4Sn | the Open Molecules 2025 dataset | wB97M-V/def2-TZVPD
Sn 6.684 -0.800 -18.625
C 8.001 -1.691 -15.362
C 8.727 -1.911 -16.626
O 8.688 -0.685 -17.410
O 6.700 -1.454 -15.880
H 8.263 -0.786 -14.815
H 8.107 -2.607 -14.780
H 8.183 -2.612 -17.265
H 9.754 -2.229 -16.460
H 8.772 0.094 -16.836
H 6.077 -1.250 -15.166
C 9.347 -0.588 -19.983
C 8.968 -0.685 -21.410
O 7.704 -1.331 -21.345
O 8.762 0.612 -19.403
H 10.423 -0.566 -19.788
H 9.014 -1.449 -19.385
H 9.692 -1.282 -21.983
H 8.946 0.207 -22.043
H 7.398 -1.611 -22.220
H 8.870 1.347 -20.024
```

No. 5
The following is a quantum chemistry calculation of a molecular structure, C27H41ClN2O4S3V at a distorted geometry, from the Open Molecules 2025 dataset.

Values from the calculation:
Net charge: +1
HOMO level (alpha / beta), Ha: -0.3775 / -0.3803
LUMO level (alpha / beta), eV: -2.777 / -5.433
2S+1: 3
Strongest force on any atom, eV/Å: 1.00
ΔE to the lowest compared entry with this formula, charge and spin, kcal/mol: 6.5
Total energy, eV: -110539.6391
Gap between HOMO and LUMO (alpha / beta), eV: 7.496 / 4.915

Structure (XYZ):
```
79
C27H41ClN2O4S3V | the Open Molecules 2025 dataset | wB97M-V/def2-TZVPD
V -0.173 -0.420 -0.224
C 0.445 1.591 4.226
C 0.778 3.050 3.950
S 0.037 3.402 2.323
C -1.193 4.666 2.728
C -2.407 4.561 1.811
S -3.094 2.898 1.605
C -3.517 2.453 3.303
C -2.343 2.009 4.199
S -1.037 1.191 3.250
H 0.291 1.384 5.284
H 1.204 0.918 3.833
H 1.850 3.228 3.902
H 0.348 3.736 4.677
H -0.707 5.634 2.597
H -1.462 4.560 3.779
H -2.153 4.856 0.792
H -3.182 5.245 2.157
H -4.203 1.617 3.173
H -4.065 3.269 3.770
H -2.680 1.296 4.953
H -1.875 2.850 4.713
O -4.132 -1.499 -0.001
Cl -3.092 -1.113 0.921
O -3.568 -0.155 1.915
O -2.104 -0.298 0.004
O 0.551 0.743 0.547
C -0.453 -2.614 1.632
C 0.997 -3.001 1.955
C 1.616 -1.902 2.832
C 1.951 -3.351 0.817
C 2.926 -4.283 1.144
C 3.917 -4.657 0.245
C 3.956 -4.053 -0.998
C 3.002 -3.116 -1.367
C 3.176 -2.388 -2.696
C 4.504 -1.618 -2.693
C 3.121 -3.341 -3.894
C 1.958 -2.800 -0.474
N 0.912 -1.978 -0.935
C 0.269 -2.311 -2.040
C -0.509 -1.364 -2.686
C -1.385 -1.417 -3.791
C -1.876 -0.145 -3.940
C -1.332 0.672 -2.919
N -0.481 -0.055 -2.183
C -1.647 2.127 -2.721
C -1.256 2.883 -4.002
C -0.889 2.722 -1.534
C -3.160 2.274 -2.480
H -1.107 -2.879 2.464
H -0.852 -3.051 0.718
H -0.586 -1.508 1.661
H 0.929 -3.905 2.560
H 2.595 -2.203 3.200
H 0.964 -1.710 3.690
H 1.728 -0.982 2.248
H 2.910 -4.737 2.127
H 4.652 -5.402 0.517
H 4.747 -4.311 -1.690
H 2.382 -1.653 -2.810
H 5.347 -2.308 -2.636
H 4.562 -0.937 -1.843
H 4.608 -1.035 -3.609
H 3.930 -4.071 -3.843
H 3.232 -2.776 -4.820
H 2.177 -3.886 -3.933
H 0.310 -3.330 -2.422
H -1.597 -2.283 -4.395
H -2.561 0.187 -4.705
H -0.185 2.798 -4.191
H -1.505 3.939 -3.891
H -1.793 2.496 -4.868
H 0.186 2.570 -1.626
H -1.232 2.277 -0.599
H -1.081 3.797 -1.494
H -3.730 1.903 -3.332
H -3.400 3.330 -2.341
H -3.462 1.716 -1.593
```

Q: Which of these has the lowest ΔE to the lowest compared entry with this formula, charge and spin?
A: C4H12O4Sn

Q: What is the 2S+1 in the fourth record?
A: 1

Q: Which value of 2S+1 does entry 3 give?
A: 1

Please write out number 4 again, unchanged.
The following is a quantum chemistry calculation of a molecular structure, C4H12O4Sn at a distorted geometry, from the Open Molecules 2025 dataset.

Values from the calculation:
Net charge: +2
HOMO level, Ha: -0.6739
LUMO level, eV: -10.054
2S+1: 1
Strongest force on any atom, eV/Å: 2.10
ΔE to the lowest compared entry with this formula, charge and spin, kcal/mol: 5.3
Total energy, eV: -18345.2526
Gap between HOMO and LUMO, eV: 8.284

Structure (XYZ):
```
21
C4H12O4Sn | the Open Molecules 2025 dataset | wB97M-V/def2-TZVPD
Sn 6.684 -0.800 -18.625
C 8.001 -1.691 -15.362
C 8.727 -1.911 -16.626
O 8.688 -0.685 -17.410
O 6.700 -1.454 -15.880
H 8.263 -0.786 -14.815
H 8.107 -2.607 -14.780
H 8.183 -2.612 -17.265
H 9.754 -2.229 -16.460
H 8.772 0.094 -16.836
H 6.077 -1.250 -15.166
C 9.347 -0.588 -19.983
C 8.968 -0.685 -21.410
O 7.704 -1.331 -21.345
O 8.762 0.612 -19.403
H 10.423 -0.566 -19.788
H 9.014 -1.449 -19.385
H 9.692 -1.282 -21.983
H 8.946 0.207 -22.043
H 7.398 -1.611 -22.220
H 8.870 1.347 -20.024
```